# 1
A 8-piece molecular cluster, C44H86INO16P3 overall in a non-equilibrium geometry, computed with the ωB97M-V functional and the def2-TZVPD basis.

## Properties
- multiplicity = 1
- frontier orbital gap (eV) = 5.314
- total charge = -1

Last column: Mulliken charge in e.
Element x y z (Å)
1 C 3.09 4.07 1.47  -1.144
2 C 1.81 3.65 2.25  -0.867
3 C 1.33 2.19 2.01  0.274
4 C 2.51 1.23 1.75  -1.500
5 P -0.11 1.97 0.74  -0.155
6 C -0.78 0.50 1.88  -1.059
7 C -1.82 1.04 2.80  -0.553
8 O -1.59 1.61 3.86  -0.710
9 C -3.27 0.94 2.37  0.622
10 C -3.88 1.99 1.73  0.094
11 C -5.18 1.93 1.31  -0.332
12 C -5.93 0.79 1.54  -0.989
13 C -5.34 -0.26 2.20  -0.486
14 C -4.03 -0.18 2.60  -0.227
15 P 0.36 3.77 -0.50  -0.210
16 O -1.00 4.43 -1.23  -0.340
17 O 1.60 3.54 -1.60  -0.459
18 O -1.61 1.71 -0.16  0.513
19 C -1.41 1.17 -1.43  -0.593
20 C -2.57 0.39 -2.08  -1.860
21 C -3.49 -0.38 -1.17  0.783
22 O -3.19 -1.07 -0.23  -0.419
23 O -4.87 -0.28 -1.53  -0.258
24 C -5.38 -1.57 -1.62  0.806
25 C -4.70 -2.59 -2.51  -0.815
26 O -6.35 -1.89 -0.97  -0.586
27 C -0.01 0.43 -1.43  1.585
28 C 0.83 0.73 -2.68  0.209
29 C 2.13 0.29 -2.80  -0.506
30 C 2.93 0.56 -3.88  -0.750
31 C 2.35 1.33 -4.88  -0.363
32 C 1.05 1.70 -4.67  -0.802
33 N 0.26 1.45 -3.65  0.048
34 P -0.23 -1.46 -1.28  0.225
35 O -0.22 -2.10 -2.83  -0.493
36 I 1.77 -2.38 -0.14  -0.175
37 O 0.72 0.83 -0.30  -0.868
38 H 2.94 5.10 1.14  0.342
39 H 3.24 3.50 0.56  0.279
40 H 3.96 4.07 2.13  0.300
41 H 2.13 3.67 3.31  0.573
42 H 1.03 4.39 2.17  0.294
43 H 0.93 1.87 2.97  0.601
44 H 2.18 0.20 1.84  0.143
45 H 3.27 1.39 2.53  0.458
46 H 3.01 1.42 0.80  0.040
47 H -0.84 2.93 1.55  0.455
48 H -1.27 -0.18 1.18  0.054
49 H 0.01 -0.07 2.37  0.934
50 H -3.34 2.91 1.51  0.424
51 H -5.67 2.75 0.80  0.254
52 H -6.96 0.69 1.21  0.314
53 H -5.90 -1.16 2.40  0.448
54 H -3.55 -1.01 3.11  0.718
55 H -1.68 4.44 -0.55  0.242
56 H 2.16 2.80 -1.34  0.362
57 H -1.35 2.06 -2.07  0.220
58 H -3.20 1.13 -2.60  0.594
59 H -2.15 -0.24 -2.88  0.410
60 H -4.52 -2.22 -3.54  0.211
61 H -3.74 -2.85 -2.05  0.218
62 H -5.27 -3.51 -2.58  0.388
63 H 2.55 -0.29 -1.98  0.076
64 H 3.96 0.21 -3.95  0.469
65 H 2.89 1.64 -5.76  0.446
66 H 0.61 2.33 -5.47  0.634
67 H 0.55 -2.67 -2.97  0.348
68 C 6.05 -1.96 -0.69  -1.182
69 C 6.54 -1.86 0.75  0.300
70 C 6.84 -3.23 1.33  -1.020
71 O 5.56 -1.20 1.54  -0.479
72 H 5.12 -2.53 -0.74  0.179
73 H 5.83 -0.97 -1.09  0.309
74 H 6.79 -2.44 -1.33  0.420
75 H 7.44 -1.24 0.79  0.319
76 H 5.93 -3.85 1.34  0.259
77 H 7.18 -3.15 2.36  0.198
78 H 7.60 -3.75 0.75  0.402
79 H 4.75 -1.73 1.52  0.257
80 C -6.37 0.70 -5.31  -1.188
81 C -5.31 0.15 -6.26  0.789
82 C -5.77 0.24 -7.70  -1.495
83 O -5.03 -1.21 -5.92  -0.529
84 H -7.29 0.13 -5.38  0.353
85 H -6.03 0.62 -4.27  0.204
86 H -6.59 1.75 -5.52  0.378
87 H -4.38 0.71 -6.13  0.025
88 H -6.68 -0.35 -7.86  0.425
89 H -5.01 -0.16 -8.37  0.338
90 H -5.98 1.28 -7.99  0.364
91 H -5.84 -1.71 -6.03  0.344
92 C 9.50 -4.00 6.02  -1.176
93 C 9.84 -3.66 4.57  0.503
94 C 11.13 -2.86 4.48  -1.479
95 O 8.77 -2.92 3.99  -0.394
96 H 9.36 -3.09 6.61  0.358
97 H 8.57 -4.56 6.06  0.191
98 H 10.29 -4.59 6.48  0.383
99 H 9.94 -4.58 3.99  0.238
100 H 11.04 -1.91 5.02  0.367
101 H 11.36 -2.62 3.44  0.339
102 H 11.97 -3.42 4.90  0.389
103 H 8.67 -2.10 4.49  0.281
104 C -0.99 3.17 -9.89  -1.453
105 C -0.62 2.74 -8.47  0.422
106 C -1.86 2.36 -7.68  -0.930
107 O 0.06 3.79 -7.81  -0.548
108 H -1.64 4.05 -9.86  0.359
109 H -0.09 3.45 -10.44  0.348
110 H -1.50 2.37 -10.43  0.366
111 H 0.06 1.89 -8.52  0.315
112 H -2.54 3.21 -7.58  0.326
113 H -1.58 2.06 -6.66  0.180
114 H -2.40 1.53 -8.15  0.299
115 H -0.53 4.55 -7.76  0.351
116 C -5.37 -1.37 5.78  -1.029
117 C -5.35 -2.81 5.30  0.616
118 C -6.06 -3.74 6.28  -1.495
119 O -4.00 -3.24 5.12  -0.546
120 H -4.86 -1.28 6.74  0.401
121 H -4.86 -0.73 5.08  0.218
122 H -6.40 -1.01 5.90  0.306
123 H -5.83 -2.88 4.32  0.185
124 H -5.56 -3.72 7.25  0.368
125 H -6.03 -4.77 5.92  0.351
126 H -7.10 -3.45 6.41  0.364
127 H -3.56 -3.19 5.98  0.347
128 C -5.35 6.92 -0.31  -1.501
129 C -5.04 5.90 0.77  0.628
130 C -5.16 6.50 2.16  -1.279
131 O -3.72 5.39 0.58  -0.312
132 H -4.65 7.76 -0.27  0.369
133 H -5.25 6.47 -1.30  0.356
134 H -6.36 7.31 -0.20  0.393
135 H -5.72 5.05 0.68  0.036
136 H -4.45 7.32 2.28  0.335
137 H -4.92 5.76 2.92  0.326
138 H -6.17 6.88 2.34  0.386
139 H -3.10 6.12 0.66  0.266
140 C 7.10 -7.19 4.41  -1.042
141 C 5.75 -6.79 4.99  0.364
142 C 4.78 -6.37 3.89  -0.896
143 O 5.93 -5.71 5.90  -0.568
144 H 7.56 -6.35 3.88  0.100
145 H 7.79 -7.47 5.21  0.299
146 H 7.00 -8.03 3.72  0.425
147 H 5.33 -7.62 5.55  0.301
148 H 5.17 -5.51 3.34  -0.016
149 H 3.83 -6.08 4.32  0.309
150 H 4.62 -7.19 3.18  0.395
151 H 6.30 -4.96 5.41  0.344

# 2
C44H89BrO18Si2 as an isolated structure in a non-equilibrium geometry, computed with the ωB97M-V functional and the def2-TZVPD basis.

## Properties
- multiplicity = 1
- frontier orbital gap (eV) = 8.145

Last column: Mulliken charge in e.
Element x y z (Å)
1 C -5.63 -4.10 3.99  -0.730
2 C -6.59 -5.17 3.13  -0.258
3 O -6.50 -4.77 1.72  -0.193
4 C -7.86 -4.81 1.10  0.361
5 O -8.49 -5.98 0.80  -0.581
6 C -8.70 -3.44 0.76  -0.515
7 C -7.83 -2.05 0.83  -0.301
8 C -7.29 -1.50 -0.61  -0.497
9 Si -5.41 -1.01 -0.32  0.328
10 C -5.49 0.77 0.50  -0.675
11 C -4.35 0.76 1.87  0.435
12 C -2.88 1.63 1.58  -1.076
13 O -3.02 -0.01 1.64  -0.349
14 O -4.50 -0.81 -1.81  -0.356
15 Si -4.31 -2.32 -2.69  0.339
16 O -4.95 -2.02 -4.33  -0.596
17 Br -5.21 -4.16 -1.68  -0.126
18 C -2.40 -2.70 -2.94  -0.586
19 C -1.97 -4.19 -2.31  -0.552
20 C -0.34 -4.44 -2.29  -0.446
21 C -0.01 -5.41 -0.97  -0.633
22 C -0.14 -7.02 -1.37  -0.376
23 C -0.12 -7.98 -0.04  -0.294
24 C 1.38 -8.62 0.15  -0.769
25 C 1.38 -10.26 0.42  -0.317
26 C 2.45 -10.92 -0.66  -0.408
27 C 2.92 -12.45 -0.24  -0.341
28 O 4.26 -12.81 -0.76  -0.368
29 C 4.44 -12.38 -2.15  -0.506
30 H -6.37 -3.41 4.58  0.231
31 H -4.96 -4.70 4.78  0.302
32 H -4.95 -3.46 3.25  0.144
33 H -6.15 -6.26 3.27  0.249
34 H -7.70 -5.07 3.49  0.274
35 H -9.57 -3.38 1.58  0.265
36 H -9.22 -3.55 -0.28  0.308
37 H -8.54 -1.20 1.27  0.339
38 H -6.93 -2.19 1.60  0.105
39 H -7.43 -2.24 -1.51  0.365
40 H -7.84 -0.47 -0.86  0.334
41 H -4.75 -1.86 0.67  -0.046
42 H -5.12 1.62 -0.22  0.366
43 H -6.55 0.97 0.98  0.335
44 H -4.84 0.82 3.03  0.321
45 H -1.82 1.37 1.92  0.426
46 H -3.12 2.18 2.61  0.076
47 H -4.95 -1.00 -4.45  0.307
48 H -1.75 -1.92 -2.36  0.362
49 H -2.14 -2.62 -4.09  0.324
50 H -2.32 -4.15 -1.18  0.192
51 H -2.55 -4.99 -2.94  0.222
52 H 0.28 -3.43 -2.25  0.311
53 H -0.08 -5.07 -3.26  0.263
54 H 1.06 -5.17 -0.51  0.279
55 H -0.77 -5.23 -0.08  0.253
56 H -1.19 -7.13 -1.93  -0.022
57 H 0.74 -7.26 -2.10  0.306
58 H -0.88 -8.86 -0.24  0.130
59 H -0.41 -7.39 0.95  0.412
60 H 2.07 -8.39 -0.77  0.307
61 H 1.92 -8.15 1.10  0.233
62 H 1.67 -10.48 1.56  0.384
63 H 0.29 -10.67 0.16  0.173
64 H 2.00 -11.01 -1.74  0.110
65 H 3.41 -10.24 -0.66  0.263
66 H 2.10 -13.26 -0.51  0.215
67 H 3.01 -12.45 0.94  0.285
68 H 5.29 -13.02 -2.65  0.231
69 H 4.83 -11.26 -2.12  0.198
70 H 3.48 -12.50 -2.83  0.221
71 O 0.08 -9.91 -3.47  -0.557
72 C -1.07 -10.34 -3.49  0.661
73 O -1.78 -10.34 -4.64  -0.357
74 C -3.06 -10.99 -4.81  -0.380
75 C -4.19 -10.08 -4.36  -0.909
76 C -1.74 -10.78 -2.22  -0.593
77 H -3.08 -11.97 -4.31  0.359
78 H -3.16 -11.19 -5.88  0.302
79 H -4.12 -9.85 -3.30  0.247
80 H -5.16 -10.55 -4.55  0.359
81 H -4.15 -9.13 -4.90  0.280
82 H -2.16 -9.91 -1.71  0.193
83 H -0.99 -11.25 -1.58  0.045
84 H -2.52 -11.53 -2.37  0.367
85 O -1.22 4.40 2.86  -0.606
86 C -0.61 4.71 1.83  0.716
87 O 0.56 4.10 1.52  -0.352
88 C 1.25 4.25 0.27  -0.325
89 C 2.13 5.48 0.27  -0.266
90 C -1.11 5.81 0.95  -0.570
91 H 0.55 4.23 -0.58  0.303
92 H 1.88 3.36 0.16  0.308
93 H 1.55 6.39 0.39  -0.086
94 H 2.70 5.55 -0.66  0.099
95 H 2.84 5.44 1.11  0.302
96 H -0.76 6.77 1.34  -0.169
97 H -2.20 5.79 0.95  0.345
98 H -0.81 5.71 -0.10  0.356
99 O -0.46 8.43 0.24  -0.567
100 C -0.38 9.41 0.97  0.545
101 O -0.08 10.63 0.46  -0.361
102 C -0.14 11.87 1.19  -0.401
103 C 1.13 12.11 1.96  -0.927
104 C -0.54 9.28 2.46  -0.885
105 H -1.04 11.91 1.82  0.368
106 H -0.26 12.66 0.44  0.304
107 H 1.30 11.33 2.72  0.261
108 H 1.10 13.08 2.47  0.346
109 H 2.00 12.09 1.29  0.301
110 H 0.41 8.98 2.90  0.234
111 H -1.29 8.50 2.66  0.315
112 H -0.91 10.18 2.95  0.472
113 O 3.21 4.58 -2.43  -0.587
114 C 4.37 4.47 -2.81  0.850
115 O 5.40 4.63 -1.95  -0.369
116 C 6.77 4.34 -2.25  -0.503
117 C 7.44 5.52 -2.94  -0.719
118 C 4.67 4.24 -4.26  -1.166
119 H 6.87 3.41 -2.82  0.360
120 H 7.27 4.16 -1.29  0.301
121 H 6.97 5.74 -3.90  0.264
122 H 8.50 5.31 -3.11  0.276
123 H 7.35 6.42 -2.32  0.274
124 H 4.68 5.19 -4.79  0.259
125 H 3.89 3.60 -4.69  0.345
126 H 5.61 3.72 -4.44  0.363
127 O 8.87 8.04 -1.44  -0.548
128 C 10.09 7.92 -1.52  0.818
129 O 10.67 6.70 -1.41  -0.365
130 C 12.05 6.42 -1.67  -0.411
131 C 12.90 6.69 -0.44  -0.975
132 C 10.98 9.12 -1.65  -1.070
133 H 12.41 6.95 -2.56  0.358
134 H 12.11 5.35 -1.92  0.328
135 H 12.86 7.74 -0.16  0.271
136 H 13.94 6.42 -0.63  0.357
137 H 12.53 6.11 0.41  0.307
138 H 11.16 9.54 -0.66  0.275
139 H 10.46 9.87 -2.26  0.305
140 H 11.92 8.92 -2.15  0.354
141 O -0.90 9.82 5.66  -0.588
142 C -1.63 8.91 6.05  0.846
143 O -1.89 7.85 5.26  -0.300
144 C -2.57 6.65 5.68  -0.272
145 C -4.07 6.82 5.60  -1.043
146 C -2.30 8.99 7.39  -1.139
147 H -2.23 6.34 6.67  0.346
148 H -2.26 5.86 4.99  0.229
149 H -4.42 7.61 6.27  0.320
150 H -4.58 5.89 5.86  0.373
151 H -4.37 7.11 4.59  0.286
152 H -3.22 9.57 7.30  0.266
153 H -1.62 9.50 8.09  0.327
154 H -2.52 8.02 7.83  0.351

# 3
A 7-piece molecular cluster, C44H89Cl2I2N3O20P3S overall in a non-equilibrium geometry, computed with the ωB97M-V functional and the def2-TZVPD basis.

## Properties
- multiplicity = 1
- frontier orbital gap (eV) = 8.174
- total charge = +1

Last column: Mulliken charge in e.
Element x y z (Å)
1 C -0.17 0.36 -0.47  -1.324
2 C 1.09 0.58 -0.76  0.150
3 N 1.89 -0.11 -1.75  1.724
4 C 2.81 -0.90 -0.91  -4.318
5 N 2.11 -1.97 -0.30  0.790
6 C 2.21 -2.28 1.11  -1.312
7 C 1.97 -1.16 2.12  0.725
8 C 1.54 -1.73 3.47  -0.604
9 C 2.34 -2.93 3.94  -1.307
10 C 4.11 -1.42 -1.59  2.382
11 P 5.24 -1.74 -0.05  0.595
12 S 5.61 -3.59 0.35  -0.294
13 P 4.04 -3.10 -2.52  -0.060
14 O 4.82 -2.78 -3.91  -0.453
15 I 1.78 -3.44 -3.42  0.111
16 N 4.76 -0.24 -2.31  1.104
17 C 6.14 -0.58 -2.79  -2.627
18 C 7.27 0.40 -2.42  0.408
19 C 6.93 1.84 -2.07  -1.276
20 Cl 8.41 0.41 -3.80  -0.140
21 C 3.83 0.34 -3.39  -0.111
22 P 4.86 1.39 -4.61  0.226
23 O 4.62 2.94 -4.27  -0.547
24 I 3.68 1.23 -6.72  -0.042
25 C 2.44 0.74 -2.86  1.159
26 C 2.27 2.23 -2.62  -3.011
27 C 3.16 2.82 -1.52  -0.045
28 C 2.39 3.67 -0.52  -0.649
29 C 3.12 3.82 0.81  -1.505
30 C 1.52 0.47 -4.11  -2.184
31 C 0.03 0.52 -3.80  1.085
32 C -0.60 -0.78 -3.50  -1.074
33 Cl -0.82 1.09 -5.29  -0.172
34 H -0.96 0.25 -1.17  -0.031
35 H -0.49 0.35 0.55  0.396
36 H 1.63 1.28 -0.15  0.343
37 H 3.17 -0.22 -0.13  0.653
38 H 1.24 -2.19 -0.75  0.557
39 H 1.48 -3.04 1.31  0.718
40 H 3.14 -2.76 1.36  0.089
41 H 2.90 -0.65 2.32  0.146
42 H 1.20 -0.47 1.82  -0.459
43 H 1.64 -0.94 4.20  0.274
44 H 0.49 -1.97 3.40  0.412
45 H 2.10 -3.80 3.35  0.309
46 H 3.39 -2.72 3.88  0.314
47 H 2.05 -3.18 4.94  0.435
48 H 6.45 -1.07 -0.32  -0.057
49 H 4.61 -1.10 1.02  0.018
50 H 4.26 -2.31 -4.54  0.371
51 H 4.80 0.49 -1.60  -0.140
52 H 6.16 -0.79 -3.83  0.918
53 H 6.43 -1.53 -2.39  1.182
54 H 7.86 -0.02 -1.63  0.477
55 H 7.02 2.45 -2.95  0.399
56 H 5.98 1.99 -1.58  0.094
57 H 7.68 2.21 -1.40  0.518
58 H 3.64 -0.53 -4.00  -0.026
59 H 5.18 3.22 -3.53  0.290
60 H 2.41 2.76 -3.54  1.005
61 H 1.25 2.47 -2.38  0.973
62 H 3.92 3.49 -1.91  0.733
63 H 3.66 2.04 -0.96  -0.438
64 H 1.45 3.19 -0.31  0.360
65 H 2.13 4.62 -0.95  0.751
66 H 2.64 3.23 1.57  0.291
67 H 3.10 4.84 1.15  0.425
68 H 4.14 3.50 0.69  0.288
69 H 1.67 1.26 -4.80  0.702
70 H 1.71 -0.50 -4.55  0.215
71 H -0.23 1.26 -3.06  -0.135
72 H -0.19 -1.21 -2.61  -0.392
73 H -0.43 -1.48 -4.30  0.498
74 H -1.66 -0.66 -3.40  0.200
75 C 2.08 7.79 5.69  -1.029
76 C 1.43 7.15 4.49  -0.242
77 O 1.97 5.84 4.22  -0.308
78 C 1.52 4.87 5.00  0.727
79 O 0.71 4.97 5.89  -0.557
80 O 2.14 3.73 4.65  -0.294
81 C 1.81 2.60 5.47  -0.596
82 H 3.17 7.81 5.58  0.298
83 H 1.73 8.81 5.82  0.302
84 H 1.86 7.23 6.60  0.321
85 H 1.64 7.73 3.59  0.293
86 H 0.35 7.09 4.60  0.330
87 H 0.73 2.47 5.53  0.340
88 H 2.23 2.73 6.46  0.335
89 H 2.26 1.74 4.99  0.080
90 C -4.01 1.64 -4.49  -0.902
91 C -3.61 1.73 -3.04  0.415
92 O -3.97 2.99 -2.45  -0.389
93 C -5.26 3.12 -2.13  0.692
94 O -6.11 2.28 -2.26  -0.550
95 O -5.43 4.34 -1.63  -0.360
96 C -6.79 4.66 -1.29  -0.639
97 H -3.60 2.48 -5.06  0.332
98 H -3.64 0.71 -4.93  -0.028
99 H -5.09 1.67 -4.61  0.436
100 H -2.53 1.67 -2.95  -0.189
101 H -4.04 0.92 -2.46  0.339
102 H -7.21 3.90 -0.63  0.301
103 H -7.39 4.75 -2.19  0.295
104 H -6.76 5.61 -0.78  0.232
105 C -5.42 -5.98 -5.96  -1.131
106 C -5.90 -4.71 -5.30  -0.304
107 O -4.81 -3.87 -4.90  -0.261
108 C -4.25 -3.17 -5.90  0.456
109 O -4.61 -3.22 -7.05  -0.556
110 O -3.26 -2.38 -5.45  -0.047
111 C -2.60 -1.71 -6.55  -0.483
112 H -4.71 -6.50 -5.32  0.266
113 H -6.26 -6.64 -6.17  0.386
114 H -4.92 -5.76 -6.90  0.333
115 H -6.43 -4.95 -4.38  0.342
116 H -6.59 -4.15 -5.94  0.338
117 H -3.33 -1.25 -7.20  0.363
118 H -2.02 -2.45 -7.11  0.397
119 H -1.94 -0.93 -6.17  -0.164
120 C -4.81 -6.27 1.96  -1.166
121 C -3.50 -6.79 1.42  -0.120
122 O -3.46 -6.71 -0.02  -0.328
123 C -3.21 -5.50 -0.52  0.695
124 O -3.00 -4.49 0.12  -0.600
125 O -3.23 -5.59 -1.84  -0.361
126 C -3.07 -4.33 -2.52  -0.366
127 H -5.65 -6.78 1.48  0.291
128 H -4.87 -6.43 3.04  0.382
129 H -4.92 -5.20 1.77  0.316
130 H -3.40 -7.85 1.65  0.277
131 H -2.65 -6.27 1.86  0.329
132 H -2.20 -3.82 -2.15  0.172
133 H -3.95 -3.72 -2.39  0.327
134 H -2.94 -4.55 -3.57  0.150
135 C -0.96 14.03 8.60  -1.092
136 C -0.14 12.83 9.02  -0.192
137 O 0.51 12.21 7.90  -0.340
138 C 1.60 12.83 7.45  0.737
139 O 2.09 13.83 7.91  -0.555
140 O 2.07 12.14 6.40  -0.273
141 C 3.20 12.74 5.76  -0.672
142 H -1.66 13.75 7.82  0.291
143 H -1.51 14.42 9.45  0.356
144 H -0.32 14.82 8.21  0.314
145 H -0.78 12.06 9.44  0.285
146 H 0.60 13.10 9.77  0.318
147 H 3.99 12.94 6.48  0.323
148 H 2.91 13.66 5.26  0.298
149 H 3.55 12.02 5.03  0.202
150 C -5.70 -13.46 3.78  -1.081
151 C -4.75 -14.15 2.83  -0.183
152 O -4.76 -13.53 1.53  -0.371
153 C -4.08 -12.39 1.42  0.771
154 O -3.45 -11.86 2.30  -0.570
155 O -4.21 -11.94 0.17  -0.354
156 C -3.58 -10.68 -0.06  -0.553
157 H -6.70 -13.42 3.35  0.293
158 H -5.75 -14.01 4.72  0.353
159 H -5.38 -12.44 3.99  0.306
160 H -5.06 -15.17 2.65  0.292
161 H -3.74 -14.17 3.22  0.312
162 H -2.53 -10.71 0.24  0.314
163 H -4.11 -9.89 0.47  0.202
164 H -3.64 -10.49 -1.13  0.263

Number 1: LUMO energy 2.0 eV, HOMO -3.30 eV, total energy -4308.53585 Eh. Number 2: LUMO energy 0.2 eV, HOMO -7.95 eV, total energy -6236.80310 Eh. Number 3: LUMO energy -3.3 eV, HOMO -11.44 eV, total energy -6336.78375 Eh.